101
Properties=species:S:1:pos:R:3:mulliken_charge:R:1 method="wB97M-V/def2-TZVPD" lumo_energy_ev=3.686 e_above_lowest_ev=2.063 charge=-2 e_tot_ev=-119477.324 mol_weight_g_mol=966.0 gap_ev=5.58
Na -0.542 0.864 1.782 0.731
N 2.431 1.548 -4.306 -0.470
C 1.114 1.520 -3.854 0.324
S 1.152 1.721 -2.070 0.001
N 0.086 1.578 -4.613 -0.834
N -1.066 1.575 -3.799 -0.046
C -1.730 0.526 -4.092 -0.606
C -2.922 0.129 -3.283 0.648
C -3.026 -1.234 -3.086 -0.372
C -3.981 -1.725 -2.232 -0.604
C -4.673 -0.822 -1.460 0.363
C -4.473 0.485 -1.733 -0.362
N -3.724 0.994 -2.734 -0.576
H 2.899 0.959 -3.658 0.183
H 2.542 1.291 -5.290 0.292
H -1.358 -0.129 -4.826 0.573
H -2.341 -1.865 -3.596 0.360
H -4.097 -2.783 -2.043 0.436
H -5.375 -1.168 -0.614 0.022
H -5.030 1.166 -1.084 0.388
C -4.559 -3.421 4.001 -1.121
Si -5.292 -2.560 2.450 0.165
C -5.147 -3.537 0.874 -0.894
C -7.150 -2.729 2.811 -1.319
C -4.752 -0.841 2.260 0.287
C -5.622 0.228 2.286 0.159
C -5.269 1.593 2.083 -0.959
C -3.940 1.762 1.781 -0.314
N -3.032 0.750 1.724 0.035
C -3.410 -0.537 1.959 -0.268
S -2.263 -1.820 1.793 -0.278
H -4.651 -2.730 4.864 0.319
H -3.505 -3.642 3.960 0.263
H -5.089 -4.320 4.367 0.325
H -5.044 -4.550 1.196 0.493
H -4.208 -3.324 0.328 0.034
H -6.098 -3.490 0.247 0.294
H -7.350 -3.776 2.926 0.335
H -7.785 -2.351 2.017 0.370
H -7.510 -2.370 3.811 0.310
H -6.678 0.030 2.369 0.303
H -6.042 2.368 1.985 0.337
H -3.513 2.748 1.631 0.299
C 5.749 5.410 -0.389 -1.381
C 4.263 5.457 -0.413 1.228
C 3.631 5.909 0.740 -0.911
C 2.237 6.048 0.784 -0.283
C 1.526 5.644 -0.326 0.181
C 2.160 5.119 -1.493 -0.249
C 3.538 5.064 -1.562 -0.835
S -0.201 5.762 -0.491 0.420
C -0.668 4.570 0.790 -0.322
O -0.560 7.139 0.025 -0.745
H 6.122 4.899 0.463 0.345
H 6.299 6.358 -0.470 0.293
H 6.060 4.815 -1.317 0.311
H 4.064 6.173 1.648 0.451
H 1.703 6.555 1.617 0.368
H 1.483 4.918 -2.372 0.344
H 4.042 4.758 -2.466 0.340
H -0.058 4.540 1.645 -0.114
H -0.473 3.567 0.395 0.091
H -1.697 4.780 1.118 0.386
O 1.569 4.525 3.808 -0.685
C 1.170 3.460 3.512 0.611
N 0.938 2.349 3.101 -0.773
S -0.017 0.266 -1.160 -0.613
Sb 4.502 -3.260 -0.059 0.799
C 4.212 -1.305 0.945 -0.472
C 3.318 -0.305 0.558 1.255
C 3.035 0.772 1.369 -0.755
C 3.658 0.894 2.606 -0.449
C 4.542 -0.114 3.059 -1.136
C 4.792 -1.135 2.185 -0.159
C 3.805 -2.903 -2.035 -0.166
C 2.581 -2.243 -2.332 -0.045
C 2.239 -1.937 -3.654 -0.580
C 3.076 -2.250 -4.679 -0.402
C 4.230 -3.002 -4.391 -0.477
C 4.591 -3.296 -3.111 -0.512
C 2.686 -4.158 0.676 -0.185
C 2.522 -5.534 0.413 -0.555
C 1.351 -6.146 0.898 -0.493
C 0.472 -5.514 1.737 -0.546
C 0.612 -4.125 2.018 -0.862
C 1.682 -3.494 1.392 0.571
H 2.757 -0.282 -0.372 -0.346
H 2.238 1.424 1.118 0.673
H 3.370 1.689 3.248 0.357
H 5.045 -0.089 3.947 0.555
H 5.435 -1.952 2.575 0.167
H 1.897 -2.064 -1.501 0.364
H 1.298 -1.423 -3.826 0.493
H 2.862 -2.009 -5.694 0.469
H 4.941 -3.211 -5.213 0.255
H 5.515 -3.840 -3.003 0.314
H 3.257 -6.145 -0.175 0.240
H 1.173 -7.177 0.680 0.366
H -0.284 -6.119 2.245 0.331
H -0.024 -3.524 2.598 0.529
H 1.754 -2.417 1.462 0.322

91
Properties=species:S:1:pos:R:3:mulliken_charge:R:1 method="wB97M-V/def2-TZVPD" lumo_energy_ev="3.664 / 3.664" e_above_lowest_ev=1.106 charge=-2 e_tot_ev=-288014.587 mol_weight_g_mol=1086.9 spin_multiplicity=2 gap_ev="4.06 / 6.26"
Ti 0.068 0.542 1.505 -0.051
C -0.803 -2.873 4.228 -1.297
C -1.715 -2.693 3.047 0.454
N -2.451 -3.752 2.678 -0.704
C -3.253 -3.593 1.621 -0.748
C -3.426 -2.419 0.919 0.345
C -4.418 -2.353 -0.201 -1.016
O -5.682 -1.784 0.183 -0.636
C -2.698 -1.266 1.331 1.027
C -2.963 0.030 0.841 -0.842
N -2.342 1.152 1.246 0.116
C -3.108 2.286 1.236 -0.394
C -4.486 2.182 1.568 -0.822
C -5.322 3.268 1.689 -0.658
C -4.831 4.556 1.496 -0.624
C -3.501 4.698 1.157 -0.736
C -2.638 3.608 0.992 0.612
I 0.066 2.628 3.381 -0.520
C -1.758 -1.471 2.375 1.156
O -0.919 -0.493 2.708 -0.520
H -0.367 -3.873 4.205 0.294
H -1.369 -2.778 5.160 0.346
H -0.018 -2.118 4.237 0.205
H -3.811 -4.475 1.313 0.375
H -4.649 -3.359 -0.555 0.313
H -4.006 -1.782 -1.043 0.226
H -5.481 -1.005 0.713 0.477
H -3.773 0.139 0.117 0.851
H -4.863 1.197 1.808 0.476
H -6.357 3.114 1.974 0.381
H -5.469 5.424 1.609 0.357
H -3.087 5.685 0.986 0.411
O 0.007 1.651 -2.382 -0.693
C 0.465 1.375 -1.290 -0.029
O -0.196 1.374 -0.181 -0.184
H 1.529 1.076 -1.181 0.273
F 5.853 5.747 -0.791 -0.240
C 4.866 6.113 -1.640 0.862
F 5.219 5.656 -2.857 -0.297
F 4.939 7.468 -1.712 -0.284
C 3.523 5.636 -1.197 0.587
C 3.123 5.882 0.114 -0.953
C 1.874 5.479 0.539 -0.460
C 0.993 4.826 -0.337 0.853
C 1.411 4.580 -1.649 -0.428
C 2.665 4.985 -2.073 -0.763
C -0.284 4.407 0.134 -0.644
C -1.332 3.965 0.535 -0.157
H 3.799 6.372 0.803 0.371
H 1.566 5.630 1.565 0.446
H 0.744 4.066 -2.326 0.521
H 2.978 4.785 -3.089 0.431
Br 7.272 2.827 1.088 -0.208
C 6.127 1.574 1.937 0.004
C 6.662 0.663 2.835 -0.193
N 5.919 -0.239 3.473 -0.677
C 4.613 -0.247 3.227 -0.104
C 3.998 0.625 2.337 -0.476
C 4.773 1.566 1.670 -0.452
C 2.526 0.562 2.094 1.095
O 1.785 -0.143 2.808 -0.679
O 2.038 1.248 1.156 -0.262
H 7.725 0.664 3.044 0.355
H 4.009 -0.974 3.756 0.570
H 4.307 2.255 0.978 0.726
C -1.371 -5.758 -5.353 -1.223
Ge -1.019 -4.861 -3.630 0.554
C 0.590 -5.655 -2.847 -1.147
C -2.533 -5.140 -2.425 -1.035
C -0.755 -2.946 -3.901 -1.063
Se -0.415 -2.082 -2.162 0.130
C 1.443 -1.641 -2.510 -0.798
H -1.633 -6.805 -5.196 0.346
H -0.485 -5.719 -5.989 0.344
H -2.193 -5.277 -5.885 0.355
H 0.381 -6.668 -2.502 0.412
H 0.910 -5.059 -1.993 0.296
H 1.403 -5.698 -3.573 0.338
H -2.780 -6.199 -2.343 0.409
H -3.415 -4.604 -2.775 0.346
H -2.282 -4.764 -1.433 0.222
H -1.629 -2.484 -4.361 0.458
H 0.098 -2.759 -4.553 0.414
H 2.016 -2.548 -2.703 0.411
H 1.811 -1.156 -1.611 -0.153
H 1.503 -0.955 -3.353 0.397
C 0.869 -2.260 1.061 -1.069
O 0.456 -1.022 0.552 0.619
H 1.852 -2.527 0.645 0.359
H 0.154 -3.041 0.779 0.202
H 0.956 -2.243 2.149 0.115

140
Properties=species:S:1:pos:R:3:mulliken_charge:R:1 method="wB97M-V/def2-TZVPD" smiles="C[N+](=O)[O-].C[N+](=O)[O-].C[N+](=O)[O-].C[N+](=O)[O-].C[N+](=O)[O-].CCOCC.CCOCC.CCOCC.CCOCC.CCOCC.CCOCC.CCOCC" lumo_energy_ev=-0.398 e_tot_ev=-77836.663 mol_weight_g_mol=824.1 gap_ev=8.92
C 0.280 1.231 -4.075 -0.807
N 1.225 0.327 -4.752 0.940
O 0.919 -0.339 -5.730 -0.563
O 2.366 0.349 -4.367 -0.510
H 0.956 1.973 -3.650 0.276
H -0.299 0.760 -3.280 0.294
H -0.315 1.660 -4.881 0.375
C 2.428 -2.834 3.100 -0.639
N 3.428 -2.152 2.147 1.124
O 3.662 -1.059 2.403 -0.532
O 3.978 -2.854 1.304 -0.696
H 2.071 -2.104 3.826 0.027
H 3.004 -3.631 3.570 0.359
H 1.669 -3.419 2.580 0.260
C 5.154 2.253 0.248 -0.262
N 5.447 3.684 0.034 0.942
O 6.111 3.884 -0.907 -0.559
O 4.878 4.576 0.653 -0.587
H 6.000 1.657 -0.092 0.357
H 4.331 1.875 -0.359 -0.053
H 4.954 2.111 1.310 0.208
C 1.871 5.857 -0.962 -0.914
N 1.634 4.392 -0.813 0.683
O 1.842 3.935 0.272 -0.271
O 1.234 3.733 -1.802 -0.483
H 2.913 6.173 -0.988 0.270
H 1.277 6.262 -0.143 0.336
H 1.349 6.071 -1.894 0.360
C -1.326 0.528 6.767 -0.432
N -1.520 -0.892 7.084 0.952
O -1.942 -1.252 8.144 -0.572
O -1.115 -1.594 6.205 -0.535
H -1.758 0.745 5.790 0.128
H -0.282 0.841 6.728 0.131
H -1.719 1.206 7.525 0.348
C 1.812 -0.204 -0.675 -0.364
C 0.714 0.249 0.210 1.028
O 0.470 -0.733 1.249 -0.313
C -0.825 -0.807 1.843 -0.293
C -1.331 0.471 2.595 0.456
H 1.836 -1.181 -1.157 -0.417
H 2.167 0.571 -1.355 0.295
H 2.682 -0.557 -0.122 0.095
H 1.056 1.154 0.713 -0.401
H -0.235 0.468 -0.281 -0.104
H -1.611 -1.104 1.148 -0.018
H -0.809 -1.653 2.530 0.471
H -0.854 0.758 3.532 -0.384
H -2.351 0.272 2.923 0.587
H -1.395 1.300 1.890 -0.728
C -3.867 1.288 -1.753 -0.350
C -3.260 2.603 -2.315 -0.184
O -3.044 3.564 -1.293 -0.500
C -1.973 3.311 -0.364 1.755
C -1.909 4.305 0.748 -1.267
H -3.286 0.948 -0.896 -0.019
H -4.842 1.600 -1.377 0.098
H -3.842 0.456 -2.457 0.261
H -2.358 2.516 -2.922 0.031
H -3.874 3.048 -3.098 0.362
H -2.178 2.369 0.146 -0.559
H -0.970 3.157 -0.763 -0.363
H -1.494 3.883 1.663 0.124
H -2.863 4.745 1.038 0.357
H -1.260 5.162 0.563 0.272
C 1.553 -3.301 -3.195 -0.170
C 0.570 -4.284 -3.844 -0.456
O 0.840 -4.387 -5.294 -0.341
C 1.825 -5.379 -5.629 -0.087
C 2.089 -5.254 -7.094 -1.289
H 2.575 -3.520 -3.504 0.057
H 1.322 -2.310 -3.585 -0.041
H 1.405 -3.177 -2.123 0.267
H 0.629 -5.234 -3.313 0.397
H -0.474 -3.985 -3.753 0.075
H 2.799 -5.164 -5.188 0.190
H 1.564 -6.352 -5.212 0.357
H 2.397 -4.266 -7.437 0.291
H 1.165 -5.511 -7.612 0.298
H 2.870 -5.897 -7.498 0.389
C 2.307 0.117 5.627 -1.473
C 2.246 1.053 4.432 0.581
O 1.363 2.084 4.721 -0.390
C 1.416 3.110 3.737 0.687
C 0.582 4.188 4.322 -1.516
H 2.353 0.673 6.563 0.393
H 1.403 -0.492 5.659 0.125
H 3.218 -0.467 5.499 0.398
H 3.204 1.558 4.310 0.422
H 1.970 0.586 3.487 -0.200
H 2.432 3.377 3.447 0.403
H 0.937 2.751 2.825 -0.421
H 0.552 5.069 3.681 0.375
H 1.037 4.554 5.242 0.390
H -0.406 3.806 4.581 0.269
C -8.618 1.573 0.596 -1.045
C -8.002 2.871 1.123 -0.244
O -7.054 2.629 2.162 -0.409
C -5.757 2.288 1.618 0.051
C -4.696 2.688 2.722 -1.007
H -8.023 1.008 -0.122 0.241
H -8.735 0.947 1.480 0.293
H -9.653 1.711 0.282 0.372
H -7.575 3.464 0.314 0.305
H -8.740 3.537 1.572 0.343
H -5.541 1.222 1.544 0.205
H -5.476 2.664 0.634 0.201
H -3.633 2.626 2.493 0.001
H -4.858 1.969 3.526 0.364
H -4.774 3.731 3.030 0.344
C -3.877 -2.616 -3.446 -1.359
C -3.399 -3.280 -2.195 0.344
O -4.602 -3.691 -1.595 -0.419
C -4.369 -4.564 -0.577 -0.296
C -3.654 -3.986 0.698 -1.004
H -2.973 -2.082 -3.739 0.335
H -4.352 -3.167 -4.258 0.350
H -4.509 -1.817 -3.058 0.309
H -2.682 -4.067 -2.427 0.428
H -2.911 -2.524 -1.580 -0.210
H -5.420 -4.592 -0.288 0.331
H -3.983 -5.536 -0.884 0.332
H -4.037 -2.993 0.933 0.238
H -2.607 -3.767 0.486 0.213
H -3.742 -4.697 1.520 0.444
C 4.948 -0.253 -2.252 -1.078
C 4.709 -1.724 -2.694 -0.056
O 5.969 -2.244 -3.097 -0.490
C 6.869 -2.704 -2.052 -0.309
C 6.257 -3.648 -1.008 -0.644
H 5.282 -0.260 -1.215 0.216
H 5.810 0.196 -2.747 0.552
H 4.005 0.278 -2.377 0.273
H 4.275 -2.409 -1.965 0.218
H 4.061 -1.770 -3.569 0.154
H 7.717 -3.257 -2.456 0.374
H 7.368 -1.876 -1.549 0.264
H 5.844 -4.426 -1.650 0.278
H 5.423 -3.229 -0.446 -0.083
H 6.963 -4.078 -0.297 0.415